{"formula": "C6H18BN5O2PS2", "method": "wB97M-V/def2-TZVPD", "symbols": ["C", "N", "C", "B", "O", "C", "N", "C", "N", "N", "P", "S", "N", "H", "H", "H", "H", "H", "H", "H", "H", "H", "H", "H", "H", "C", "S", "O", "C", "H", "H", "H", "H", "H", "H"], "coordinates": [[0.469, -1.607, 0.496], [0.658, -1.901, -0.932], [-0.482, -1.487, -1.781], [1.930, -1.370, -1.377], [3.027, -2.130, -1.523], [2.058, 0.211, -1.671], [2.170, 0.630, -2.922], [2.189, 1.970, -2.863], [2.256, 2.823, -3.904], [2.120, 2.376, -1.583], [2.136, 3.952, -0.804], [0.407, 4.621, -0.334], [2.008, 1.247, -0.827], [-0.576, -1.484, 0.756], [0.880, -2.428, 1.074], [1.002, -0.707, 0.849], [-0.195, -0.848, -2.617], [-1.253, -0.982, -1.209], [-0.939, -2.369, -2.216], [2.886, -2.907, -2.071], [1.571, 3.554, -3.967], [2.931, 2.696, -4.631], [2.912, 3.683, 0.334], [2.917, 4.763, -1.639], [1.893, 1.202, 0.173], [-4.832, -1.550, 3.515], [-3.481, -0.682, 2.714], [-3.135, -1.432, 1.473], [-2.241, -1.114, 3.943], [-5.716, -1.446, 2.890], [-4.578, -2.604, 3.623], [-5.020, -1.101, 4.490], [-2.167, -2.198, 4.023], [-2.517, -0.679, 4.903], [-1.287, -0.702, 3.619]], "forces_ev_per_a": [[0.467, -0.456, 0.200], [-0.359, 0.999, -0.616], [-0.091, -0.342, 0.042], [-0.652, -0.744, 0.736], [0.527, 0.929, -0.812], [0.457, -0.506, 0.317], [0.251, 0.609, -0.436], [-0.016, -0.719, -0.348], [-0.095, 0.283, 0.646], [0.305, 0.727, 0.753], [-1.323, 1.043, 0.921], [0.296, -0.194, -0.319], [0.004, -0.781, -0.637], [-0.219, -0.060, -0.118], [-0.010, -0.128, 0.245], [-0.042, 0.181, -0.054], [0.143, 0.130, -0.040], [-0.072, 0.175, 0.144], [-0.116, -0.166, -0.094], [-0.061, -0.583, 0.540], [0.125, 0.271, -0.139], [-0.148, -0.289, -0.355], [0.389, -0.319, -0.392], [0.227, -0.541, -0.238], [-0.122, 0.454, 0.091], [-0.074, -0.111, -0.022], [0.004, 0.081, 0.078], [0.143, -0.021, 0.001], [0.050, -0.052, 0.062], [0.016, 0.031, -0.032], [0.036, 0.005, -0.033], [0.010, 0.038, -0.015], [-0.033, -0.003, -0.044], [0.002, 0.023, -0.006], [-0.020, 0.035, -0.028]], "nbo_charge": [-0.406, -0.733, -0.420, 1.123, -0.866, 0.171, -0.447, 0.590, -0.821, -0.464, 0.949, -0.422, -0.329, 0.251, 0.219, 0.125, 0.183, 0.215, 0.218, 0.530, 0.426, 0.439, -0.007, 0.018, 0.456, -0.830, 1.250, -1.001, -0.830, 0.247, 0.235, 0.235, 0.235, 0.236, 0.227], "max_force_ha_per_bohr": 0.0373, "orbital_gap_ev": 7.5, "energy_ha": -1826.03313, "e_lumo_ev": -3.5668, "total_charge": 1}